{"formula": "C22H18N5O8PdS4", "method": "the ωB97M-V functional and the def2-TZVPD basis", "species": ["Pd", "O", "S", "O", "O", "C", "C", "C", "C", "C", "C", "S", "O", "O", "O", "H", "H", "H", "H", "N", "C", "N", "C", "C", "C", "C", "C", "C", "H", "H", "H", "H", "H", "H", "N", "C", "C", "C", "C", "C", "C", "S", "O", "O", "N", "C", "S", "C", "C", "N", "H", "H", "H", "H", "H", "H", "H", "H"], "positions_angstrom": [[-0.33721, 1.03493, -0.18583], [-1.35740, 0.30160, 3.70501], [-1.40208, 0.26115, 2.27560], [-1.76494, 1.54021, 1.63321], [-0.11641, -0.18037, 1.64876], [-2.75047, -0.81923, 1.80489], [-3.36449, -1.44898, 2.87787], [-4.52553, -2.18827, 2.70447], [-5.09399, -2.28556, 1.45175], [-4.48334, -1.67351, 0.36603], [-3.31452, -0.94159, 0.51727], [-2.59220, -0.39539, -1.03726], [-3.36065, -0.99957, -2.08337], [-2.56122, 1.08102, -1.11255], [-1.17975, -0.85871, -0.92891], [-2.92896, -1.33103, 3.85910], [-4.98262, -2.67245, 3.55692], [-6.00631, -2.84755, 1.30327], [-4.89631, -1.77659, -0.62624], [3.62020, 1.05746, -1.92033], [2.43755, 1.60124, -1.55965], [1.59488, 0.70535, -1.12049], [2.25987, -0.51960, -1.17788], [1.83644, -1.79533, -0.80734], [2.73687, -2.82342, -0.97833], [4.02391, -2.60215, -1.50048], [4.45278, -1.34314, -1.86314], [3.54045, -0.30763, -1.68656], [4.40490, 1.55700, -2.30036], [2.22815, 2.65643, -1.63316], [0.84464, -1.95145, -0.40722], [2.44956, -3.82936, -0.70449], [4.69572, -3.44158, -1.61811], [5.44442, -1.17312, -2.26024], [-3.66345, 5.09780, -5.73398], [-3.50671, 4.99223, -4.42437], [-3.08202, 6.13491, -3.66501], [-2.93030, 6.02326, -2.31544], [-3.19265, 4.78530, -1.70228], [-3.61471, 3.64622, -2.42815], [-3.76489, 3.74168, -3.77415], [-3.06945, 4.58902, 0.06141], [-2.94133, 5.86780, 0.69096], [-4.12846, 3.70718, 0.40759], [-1.66258, 3.78065, 0.00597], [-0.75193, 3.82092, 0.90851], [-0.81054, 4.61380, 2.49293], [0.61870, 3.83140, 2.90445], [1.08723, 3.03313, 1.85410], [0.36795, 3.04061, 0.74640], [-3.49998, 5.97161, -6.21229], [-3.97332, 4.31213, -6.28765], [-2.89713, 7.07281, -4.17329], [-2.63500, 6.86663, -1.70554], [-3.80432, 2.71904, -1.89542], [-4.08281, 2.88938, -4.36150], [1.07328, 3.94173, 3.87598], [1.97519, 2.41824, 1.91088]], "forces_ev_per_angstrom": [[0.7, -0.1, 0.1], [0.1, -0.1, 0.0], [-0.1, 0.2, 0.1], [-0.1, -0.1, -0.1], [-0.1, 0.0, 0.1], [-0.1, 0.0, 0.0], [0.1, 0.1, -0.1], [-0.1, 0.0, 0.0], [0.0, 0.0, 0.0], [0.1, 0.1, 0.0], [0.0, -0.1, 0.0], [-0.2, 0.2, -0.1], [0.1, -0.1, 0.0], [-0.2, -0.1, 0.1], [-0.1, 0.2, -0.2], [0.0, 0.0, 0.0], [0.0, 0.0, 0.0], [0.0, 0.0, 0.0], [0.0, 0.0, 0.0], [0.0, 0.0, 0.0], [0.0, 0.0, -0.1], [-0.1, -0.1, 0.1], [0.0, 0.0, 0.0], [0.0, 0.0, 0.0], [0.0, 0.0, 0.0], [0.0, 0.0, 0.0], [0.0, 0.0, 0.0], [0.0, 0.0, 0.0], [0.0, 0.0, 0.0], [0.0, 0.0, 0.0], [0.0, 0.0, 0.0], [0.0, 0.0, 0.0], [0.0, 0.0, 0.0], [0.0, 0.0, 0.0], [0.0, 0.0, 0.0], [0.0, -0.1, 0.1], [0.0, -0.1, -0.1], [-0.1, -0.1, 0.1], [-0.2, 0.1, -0.2], [0.0, 0.0, 0.1], [0.0, 0.1, -0.1], [-0.1, -0.3, 0.0], [0.2, 0.2, -0.1], [-0.1, 0.0, 0.2], [0.2, 0.5, -0.2], [-0.1, -0.3, 0.0], [0.0, 0.0, -0.1], [0.0, 0.0, 0.0], [0.2, 0.0, -0.2], [-0.2, 0.1, 0.4], [0.0, 0.0, 0.0], [0.0, 0.0, 0.0], [0.0, 0.0, 0.0], [0.0, 0.0, 0.0], [0.1, 0.0, -0.1], [0.0, 0.0, 0.0], [0.0, 0.0, 0.0], [0.0, 0.0, 0.1]], "energy_ev": -93748.1138, "fmax_ev_per_a": 0.7, "e_above_lowest_ev": 0.000, "e_homo_ev": [-11.09, -11.06], "multiplicity": 5, "orbital_gap_ev": [7.94, 4.29], "charge": 1}